ORCA calculation (ωB97M-V/def2-TZVPD) on a cluster of 14 separate species, C5H39N2O14 in total in a non-equilibrium geometry.

Calculated total energy: -1376.59651 a.u.
Spin multiplicity: 2
LUMO energy (spin up / spin down): -0.272 / -4.398 eV
Orbital gap (spin up / spin down): 9.814 / 5.686 eV
ΔE to the lowest compared entry with this formula, charge and spin: 1.376 eV

Geometry (Å):
C 2.423 1.763 1.774
N 2.075 1.394 0.402
C 1.525 0.019 0.155
C 1.768 -0.237 -1.365
C 1.382 -1.584 -1.844
N 1.633 -1.941 -3.236
C 0.002 -0.105 0.523
O -0.476 1.180 0.632
H 1.648 2.417 2.193
H 3.286 2.407 1.809
H 2.426 1.008 2.564
H 1.306 1.978 0.095
H 2.122 -0.643 0.790
H 2.797 -0.030 -1.714
H 1.305 0.652 -1.823
H 0.314 -1.757 -1.646
H 1.918 -2.340 -1.229
H 0.771 -2.201 -3.676
H 2.269 -1.305 -3.687
H -0.588 -0.637 -0.235
H -0.068 -0.727 1.421
H -1.908 -0.527 -2.238
H -1.831 -1.000 -3.802
O -1.628 -1.158 -2.880
H -2.891 -2.604 -1.170
H -3.290 -3.047 0.226
O -3.575 -2.484 -0.506
H -3.048 1.968 0.999
H -1.806 1.270 1.658
O -2.400 2.030 1.713
H -3.624 1.071 -1.080
H -4.542 -0.161 -0.844
O -4.342 0.733 -0.539
H 0.331 -0.199 -4.148
H -0.491 0.942 -3.774
O -0.307 0.399 -4.556
H 4.670 1.238 0.440
H 4.008 0.188 -0.340
O 4.824 0.661 -0.317
H -0.301 4.381 0.348
H -1.507 3.418 0.452
O -1.037 4.013 -0.149
H 0.387 1.998 2.896
H -1.000 1.920 3.583
O -0.078 2.163 3.728
H -4.062 -0.301 2.340
H -3.345 0.988 2.814
O -3.642 0.112 3.101
H -0.987 -3.150 3.107
H -1.766 -2.135 2.302
O -1.879 -2.948 2.787
H 1.099 -2.954 1.620
H 1.148 -1.729 2.559
O 1.283 -2.678 2.519
H -1.395 2.326 -1.838
H -1.034 1.109 -1.149
O -1.391 1.366 -2.013
H 3.146 -2.582 0.086
H 4.319 -1.574 -0.145
O 4.054 -2.373 0.310